1.
Computed, not measured: a 13-piece molecular cluster, C4H32N2O14 overall in a non-equilibrium geometry, with ωB97M-V/def2-TZVPD.

Last column: Mulliken charge in e.
Element x y z (Å)
C (0.924134, -0.126006, -1.080421)  0.966
C (0.636678, -1.498542, -1.615513)  0.376
N (-0.787378, -1.657591, -1.994363)  -0.143
C (-1.772641, -0.556985, -1.675798)  -0.528
C (-1.559955, 0.712075, -2.560384)  0.545
N (-1.385269, 0.434425, -3.953247)  -0.357
O (-1.739417, 1.872176, -2.294220)  -0.605
O (1.353404, -2.385473, -2.022315)  -0.622
H (1.135514, -0.094951, -0.027668)  -0.112
H (1.835515, 0.325280, -1.324247)  -0.238
H (0.217969, 0.527263, -1.220192)  -0.368
H (-1.211381, -2.529039, -2.240015)  0.218
H (-2.787353, -1.129234, -1.588308)  0.483
H (-1.713171, -0.279370, -0.574117)  0.148
H (-1.060596, -0.389878, -4.117167)  0.110
H (-1.695868, 1.052916, -4.607416)  0.236
H (-4.242296, -0.477434, 1.667108)  0.318
H (-3.150249, -0.811690, 2.896874)  0.377
O (-4.041079, -0.468644, 2.710105)  -0.642
H (1.147135, 3.613377, -3.653016)  0.274
H (0.374578, 2.595448, -4.298520)  0.210
O (1.100044, 2.751593, -3.856480)  -0.495
H (3.541700, 0.597950, -0.389638)  0.241
H (4.783316, 0.684495, 0.769605)  0.306
O (3.796482, 0.842098, 0.489876)  -0.631
H (2.843420, 1.634673, -3.015449)  0.291
H (3.424601, 0.162769, -3.168210)  0.278
O (3.407095, 0.927427, -2.657053)  -0.629
H (1.697254, -1.861387, 3.696952)  0.284
H (0.435864, -1.351673, 3.010750)  0.217
O (1.321859, -1.497447, 2.842285)  -0.550
H (2.533613, 0.046042, 2.781695)  0.334
H (3.525021, 1.208797, 2.413387)  0.359
O (2.810321, 0.932224, 2.972697)  -0.603
H (-2.721048, 0.478210, 4.604705)  0.295
H (-1.796234, 1.226774, 3.857982)  0.282
O (-1.794042, 0.486942, 4.312115)  -0.595
H (-4.779109, -2.161087, 0.519662)  0.312
H (-3.228513, -2.102959, 0.497453)  0.322
O (-3.918015, -2.152192, -0.053196)  -0.624
H (-0.767154, 3.049075, 0.550089)  0.390
H (-1.864066, 3.266967, -0.448169)  0.371
O (-1.684618, 3.553062, 0.391884)  -0.670
H (3.262409, -3.221129, 0.313965)  0.297
H (2.145294, -2.839700, 1.369600)  0.337
O (2.505916, -3.618266, 0.705869)  -0.631
H (1.296584, 2.019806, 1.633163)  0.327
H (0.614392, 2.993419, 2.633905)  0.287
O (0.372847, 2.536774, 1.753449)  -0.670
H (-1.387831, -2.759080, 2.351572)  0.311
H (-0.632053, -2.484944, 1.015024)  0.255
O (-1.323624, -2.077357, 1.673351)  -0.644

Atoms 1-6, force components in eV/Å:
3.25 -3.55 1.96
-2.76 -1.11 -2.99
0.80 3.14 1.62
0.01 -1.72 2.08
-1.91 -0.50 -3.44
-0.99 3.20 5.83

2S+1   1
Energy above the lowest of the compared OMol25 structures with the same formula, charge and spin   131.5 kcal per mole
Highest occupied orbital energy   -9.700 eV
DFT total energy   -1334.3431 hartree
LUMO energy   -0.0425 eV

2.
Computed, not measured: a 11-piece molecular cluster, C4H32N3O10 overall in a non-equilibrium geometry, with ωB97M-V/def2-TZVPD.

Last column: Mulliken charge in e.
Element x y z (Å)
C (2.877691, -1.064429, -2.584755)  -0.701
C (1.644823, -0.194952, -3.028695)  -0.493
C (0.364619, -0.565326, -2.330152)  0.817
C (-0.756137, 0.169929, -2.596299)  -1.081
N (-2.144622, 0.021100, -1.967601)  -0.048
N (0.297063, -1.656727, -1.521887)  -0.187
N (2.920190, -1.037502, -1.087129)  -0.469
H (3.669830, -0.503787, -3.077560)  0.423
H (2.792839, -2.134396, -2.842356)  0.339
H (1.497796, -0.227186, -4.091974)  0.476
H (2.206928, 0.795693, -2.916531)  -0.030
H (-0.998488, 0.765007, -3.459549)  0.507
H (-2.114280, 0.945997, -1.473280)  0.416
H (-2.820823, -0.078501, -2.710260)  0.405
H (-2.163500, -0.685151, -1.207986)  0.014
H (-0.615451, -1.816996, -1.138295)  0.181
H (1.071887, -2.021637, -1.004155)  0.330
H (2.492179, -0.243597, -0.636555)  0.100
H (3.890824, -1.317155, -0.846224)  0.223
H (-3.117989, -3.037343, -0.394157)  0.298
H (-1.656241, -2.777329, 0.276485)  0.217
O (-2.314988, -2.515217, -0.406243)  -0.789
H (-1.034871, 1.831873, 0.658345)  0.290
H (-1.794779, 0.533049, 1.286042)  0.379
O (-1.461686, 0.967877, 0.475630)  -0.611
H (1.396094, -1.349392, 3.384224)  0.307
H (1.360017, -0.890312, 2.003856)  0.349
O (0.970946, -1.610607, 2.557577)  -0.678
H (2.023153, 3.577933, -1.940363)  0.285
H (1.955607, 4.845825, -1.208632)  0.329
O (1.348293, 4.221688, -1.629980)  -0.634
H (-0.919491, 3.919541, -0.369732)  0.271
H (0.066554, 2.959479, -0.117538)  0.424
O (-0.625927, 3.408288, 0.405344)  -0.698
H (-3.069040, -0.312760, 2.686775)  0.359
H (-1.735163, -0.297451, 3.479540)  0.318
O (-2.268661, 0.190602, 2.848776)  -0.652
H (1.448360, 3.826084, 2.965982)  0.281
H (0.176861, 3.914603, 2.020252)  0.341
O (1.118002, 3.734921, 2.068711)  -0.605
H (-2.577827, -1.593227, 1.513438)  0.384
H (-1.684934, -2.489931, 2.411108)  0.367
O (-2.607718, -2.232367, 2.226852)  -0.750
H (0.147221, -3.000532, 1.869853)  0.415
H (-0.466554, -4.427183, 1.532023)  0.258
O (-0.458158, -3.501426, 1.268300)  -0.611
H (1.124396, 1.253869, 2.294690)  0.339
H (2.519347, 1.332156, 1.537299)  0.274
O (1.919074, 0.768996, 2.041151)  -0.677

Atoms 1-6, force components in eV/Å:
-1.99 0.34 0.70
2.42 -0.12 0.46
-1.36 0.90 0.13
-0.63 -0.47 -0.61
2.75 0.83 1.14
-0.52 0.57 -0.32

Charge   +1
2S+1   1
Energy above the lowest of the compared OMol25 structures with the same formula, charge and spin   86.2 kcal per mole
Highest occupied orbital energy   -11.390 eV
DFT total energy   -1087.9928 hartree
LUMO energy   -2.4652 eV

- The lowest LUMO energy belongs to which entry?
  C4H32N3O10

- The highest energy above the lowest of the compared OMol25 structures with the same formula, charge and spin belongs to which entry?
  C4H32N2O14